1) DFT (the ωB97M-V functional and the def2-TZVPD basis) results for C2H4OSi in the gas phase.

The lowest unoccupied orbital energy comes out at 0.50 eV. As for the gap between HOMO and LUMO: 10.16 eV. The highest occupied orbital energy is -9.6594 eV.

The geometry in ORCA input format:
```
! RIJCOSX wB97M-V def2-TZVPD def2/J DEFGRID3
* xyz 0 1
C -0.720 0.049 -0.361
C -1.902 -0.808 -0.091
O -1.876 0.304 0.563
Si 1.042 -0.019 0.339
H -0.823 0.641 -1.379
H 1.061 0.099 1.893
H 1.552 1.001 -0.715
H 1.667 -1.265 -0.250
*
```


2) DFT (the ωB97M-V functional and the def2-TZVPD basis) results for C2H4OSi in the gas phase.

The SMILES is O=C=C[SiH3]. The lowest unoccupied orbital energy comes out at 0.38 eV. As for the gap between HOMO and LUMO: 9.30 eV. The highest occupied orbital energy is -8.9195 eV.

The geometry in ORCA input format:
```
! RIJCOSX wB97M-V def2-TZVPD def2/J DEFGRID3
* xyz 0 1
O 2.818 0.306 -0.074
C 1.739 -0.039 0.097
C 0.418 -0.718 0.148
Si -1.074 0.350 -0.028
H 0.378 -1.841 0.156
H -1.297 1.076 1.114
H -2.151 -0.612 -0.194
H -0.830 1.479 -1.218
*
```


Most stable = 2)


1) DFT (the ωB97M-V functional and the def2-TZVPD basis) results for a gas-phase ion, C7H11N4 (charge +1).

The lowest unoccupied orbital energy comes out at -4.53 eV. As for the gap between HOMO and LUMO: 7.80 eV. The highest occupied orbital energy is -12.3227 eV.

The geometry in ORCA input format:
```
! RIJCOSX wB97M-V def2-TZVPD def2/J DEFGRID3
* xyz 1 1
C 1.355 -2.935 -0.816
C 0.502 -3.084 0.167
C 1.700 -1.627 -1.356
C 0.929 -0.524 -0.779
C -0.438 -1.904 0.514
C -0.485 0.615 0.722
C -0.578 2.650 -0.778
N 1.371 1.428 -0.579
N 2.709 -1.495 -2.042
N -0.028 -0.615 0.050
N 0.236 1.762 0.130
H 2.062 -3.703 -1.101
H 0.335 -3.974 0.752
H -1.369 -1.999 0.156
H -0.584 -1.772 1.617
H -1.512 0.812 0.670
H -0.305 0.617 1.751
H -0.040 3.555 -1.165
H -0.959 2.077 -1.671
H -1.460 2.888 -0.332
H 2.938 -0.513 -2.404
H 0.463 2.320 0.913
*
```


2) DFT (the ωB97M-V functional and the def2-TZVPD basis) results for a gas-phase ion, C7H11N4 (charge +1).

The lowest unoccupied orbital energy (alpha / beta) comes out at -4.67 / -4.54 eV. As for the gap between HOMO and LUMO (alpha / beta): 7.00 / 7.08 eV. The highest occupied orbital energy (alpha / beta) is -11.6682 / -11.6221 eV.

The geometry in ORCA input format:
```
! RIJCOSX wB97M-V def2-TZVPD def2/J DEFGRID3
* xyz 1 1
C 0.249 2.047 0.111
C -1.954 1.589 -0.439
C 0.660 -0.883 -0.977
C 2.835 -0.519 0.178
C -1.453 -1.117 0.273
C -0.569 -0.270 -0.321
C 2.207 0.766 0.772
N -0.740 1.139 -0.165
N 1.440 1.608 0.377
N 1.714 -1.384 -0.044
N -2.553 -0.882 0.953
H 0.131 3.037 0.356
H -2.117 2.610 -0.491
H -2.722 0.963 -0.717
H 0.368 -1.831 -1.438
H 1.353 -0.294 -1.671
H 3.317 -0.347 -0.858
H 3.575 -0.790 0.772
H -1.200 -2.123 -0.026
H 1.353 -1.865 0.703
H -2.702 0.060 1.293
H -3.191 -1.516 1.359
*
```


Most stable = 2)


1) DFT (the ωB97M-V functional and the def2-TZVPD basis) results for a gas-phase ion, C7H11N4 (charge +1).

The SMILES is c1ncc(CC2=[NH+]CCN2)[nH]1. The lowest unoccupied orbital energy comes out at -3.26 eV. As for the gap between HOMO and LUMO: 9.23 eV. The highest occupied orbital energy is -12.4862 eV.

The geometry in ORCA input format:
```
! RIJCOSX wB97M-V def2-TZVPD def2/J DEFGRID3
* xyz 1 1
C -1.760 3.038 -1.263
N -2.776 2.231 -0.859
C -2.434 0.925 -1.090
C -1.206 0.918 -1.659
C -0.070 -0.096 -1.706
C 0.299 -0.524 -0.287
N 0.998 -1.585 0.034
C 1.157 -1.711 1.468
C 0.548 -0.397 2.035
N 0.066 0.225 0.751
N -0.784 2.240 -1.735
H -1.587 4.196 -1.338
H -3.134 0.120 -0.800
H -0.271 -0.996 -2.360
H 0.783 0.435 -2.204
H 1.545 -2.287 -0.593
H 2.128 -1.922 1.804
H 0.471 -2.575 1.887
H -0.357 -0.548 2.724
H 1.370 0.239 2.484
H -0.437 1.156 0.802
H 0.225 2.434 -1.887
*
```


2) DFT (the ωB97M-V functional and the def2-TZVPD basis) results for a gas-phase ion, C7H11N4 (charge +1).

The lowest unoccupied orbital energy comes out at -3.61 eV. As for the gap between HOMO and LUMO: 7.84 eV. The highest occupied orbital energy is -11.4523 eV.

The geometry in ORCA input format:
```
! RIJCOSX wB97M-V def2-TZVPD def2/J DEFGRID3
* xyz 1 1
C -1.389 0.211 1.698
C -1.220 -1.985 0.740
C -0.602 0.558 -1.307
C 0.804 2.376 -0.434
C 1.132 -1.090 -0.332
C -0.032 -0.375 -0.229
C -0.007 1.838 0.675
N -0.959 -0.773 0.755
N -0.729 1.377 1.465
N 0.371 1.561 -1.568
N 1.713 -1.967 0.531
H -1.885 -0.060 2.680
H -1.893 -2.329 1.487
H -0.977 -2.672 -0.053
H -0.896 0.088 -2.302
H -1.666 0.928 -1.051
H 0.434 3.363 -0.619
H 1.995 2.463 -0.177
H 1.746 -0.940 -1.270
H 0.102 2.159 -2.261
H 1.270 -2.351 1.291
H 2.691 -2.383 0.278
*
```


Most stable = 1)


1) DFT (the ωB97M-V functional and the def2-TZVPD basis) results for C3H9N3 in the gas phase.

The SMILES is [H]/N=C(/C)NCN. The lowest unoccupied orbital energy comes out at 0.82 eV. As for the gap between HOMO and LUMO: 9.42 eV. The highest occupied orbital energy is -8.6000 eV.

The geometry in ORCA input format:
```
! RIJCOSX wB97M-V def2-TZVPD def2/J DEFGRID3
* xyz 0 1
H -0.029 -2.178 0.520
N 0.226 -1.462 1.198
C 0.080 -0.280 0.730
C 0.433 0.895 1.603
N -1.295 0.066 -0.220
C -0.728 -0.266 -1.474
N 0.773 -0.190 -1.214
H -0.382 1.078 2.303
H 1.331 0.681 2.191
H 0.592 1.793 1.003
H -1.522 1.056 -0.185
H -0.982 0.417 -2.293
H -0.928 -1.311 -1.733
H 1.301 -1.062 -1.163
H 1.129 0.762 -1.267
*
```


2) DFT (the ωB97M-V functional and the def2-TZVPD basis) results for C3H9N3 in the gas phase.

The lowest unoccupied orbital energy (alpha / beta) comes out at 0.45 / 0.47 eV. As for the gap between HOMO and LUMO (alpha / beta): 6.97 / 7.04 eV. The highest occupied orbital energy (alpha / beta) is -6.5224 / -6.5638 eV.

The geometry in ORCA input format:
```
! RIJCOSX wB97M-V def2-TZVPD def2/J DEFGRID3
* xyz 0 1
C -0.988 0.484 0.390
C -1.317 1.785 -0.244
C -0.250 -1.767 0.337
N 2.407 -0.049 -0.181
N 0.226 -0.045 0.269
N 1.109 0.412 -0.526
H -1.650 0.043 1.116
H 2.442 -1.037 0.077
H 2.977 0.033 -1.016
H -0.516 2.504 -0.046
H -2.259 2.181 0.134
H -1.361 1.685 -1.333
H 0.014 -2.053 1.353
H -1.275 -1.964 0.044
H 0.440 -2.214 -0.373
*
```


Most stable = 1)


1) DFT (the ωB97M-V functional and the def2-TZVPD basis) results for C3H9N3 in the gas phase.

The SMILES is C=NNCCN. The lowest unoccupied orbital energy comes out at 1.01 eV. As for the gap between HOMO and LUMO: 9.74 eV. The highest occupied orbital energy is -8.7254 eV.

The geometry in ORCA input format:
```
! RIJCOSX wB97M-V def2-TZVPD def2/J DEFGRID3
* xyz 0 1
C 2.401 -0.590 0.956
N 1.475 -0.049 0.181
N 0.300 -0.782 0.082
C -0.432 -0.152 -1.083
C -1.168 1.030 -0.479
N -2.253 0.722 0.405
H 2.222 -1.687 1.521
H 3.432 -0.048 0.950
H 0.251 -1.884 0.109
H 0.389 0.171 -1.819
H -1.027 -0.999 -1.432
H -0.271 1.580 0.032
H -1.590 1.717 -1.270
H -3.014 0.211 -0.216
H -1.851 -0.026 1.075
*
```


2) DFT (the ωB97M-V functional and the def2-TZVPD basis) results for C3H9N3 in the gas phase.

The SMILES is C=NN[C@H](C)N. The lowest unoccupied orbital energy comes out at 1.21 eV. As for the gap between HOMO and LUMO: 9.97 eV. The highest occupied orbital energy is -8.7592 eV.

The geometry in ORCA input format:
```
! RIJCOSX wB97M-V def2-TZVPD def2/J DEFGRID3
* xyz 0 1
C -0.904 1.476 -1.702
N -0.034 0.648 -1.257
N 0.561 0.915 -0.076
C 0.418 -0.159 0.868
C 1.086 -1.420 0.323
N -1.060 -0.324 1.121
H -1.350 1.235 -2.652
H -1.037 2.483 -1.313
H 0.414 1.843 0.327
H 0.886 0.152 1.810
H 1.012 -2.230 1.033
H 2.140 -1.212 0.114
H 0.621 -1.693 -0.621
H -1.190 -1.117 1.745
H -1.561 -0.597 0.279
*
```


Most stable = 2)